Version one
The following is a quantum chemistry calculation of C22H24BF5IrN2O3S as an isolated structure, from the OMol25 dataset.

Atoms and positions in Å:
Ir -0.3777 -0.0502 -0.0812
C -2.5799 2.7499 -2.3188
C -1.6589 2.3096 -1.2232
O -1.0341 1.2047 -1.4506
C -1.4537 3.0532 -0.0774
C -0.5534 2.6792 0.9487
C -0.2667 3.6661 2.0392
N 0.0483 1.5033 0.9923
N 0.9770 1.3215 2.0187
C 1.2248 0.0584 2.1722
O 0.6459 -0.8609 1.4479
C 2.1495 -0.4113 3.2217
C 2.6849 -1.6923 3.1303
C 3.5300 -2.1607 4.1245
C 3.8334 -1.3561 5.2137
C 3.2987 -0.0775 5.3046
C 2.4617 0.3984 4.3097
H -2.4757 2.0939 -3.1785
H -2.3808 3.7791 -2.6157
H -3.6057 2.6952 -1.9491
H -1.9536 4.0048 0.0133
H -0.8664 4.5602 1.8930
H 0.7907 3.9286 2.0511
H -0.4865 3.2209 3.0099
H 2.4571 -2.2989 2.2639
H 3.9517 -3.1545 4.0499
H 4.4924 -1.7225 5.9902
H 3.5305 0.5469 6.1574
H 2.0462 1.3957 4.3614
O -0.7778 -2.1353 -0.2629
S 0.0973 -3.2488 0.3333
C -0.4973 -4.6698 -0.6268
C -1.3430 -5.5408 0.3050
C -1.9832 -4.5845 1.3100
C -0.8302 -3.7250 1.8093
H 0.3686 -5.1728 -1.0527
H -1.0743 -4.2195 -1.4326
H -0.6991 -6.2470 0.8344
H -2.0770 -6.1166 -0.2575
H -2.4887 -5.1027 2.1243
H -2.7101 -3.9421 0.8081
H -0.1406 -4.2775 2.4523
H -1.1180 -2.7969 2.2999
F -6.0677 -0.1803 2.1390
C -4.8039 -0.1386 1.6610
C -3.7736 0.1584 2.5279
C -2.4769 0.2049 2.0303
C -2.2226 -0.0441 0.6832
C -3.2865 -0.3565 -0.1598
C -4.5877 -0.4027 0.3243
H -3.9878 0.3467 3.5715
H -1.6627 0.4325 2.7088
H -3.1017 -0.5726 -1.2055
H -5.4242 -0.6414 -0.3187
F 1.7469 -0.2499 -1.0563
B 1.5115 -1.1294 -2.2080
F 1.7354 -2.4468 -1.8276
F 2.2909 -0.7473 -3.2602
F 0.1299 -0.9110 -2.4575

Kohn-Sham gap (spin up / spin down) = 8.0760 / 6.6874 eV
2S+1 = 2
⟨S²⟩ = 0.76

Partial charges, natural (NBO), in e: number 1, Ir, carries 1.45; number 2, C, carries -0.68; number 3, C, carries 0.50; number 4, O, carries -0.58; number 5, C, carries -0.42; number 6, C, carries 0.33; number 7, C, carries -0.66; number 8, N, carries -0.28; number 9, N, carries -0.40; number 10, C, carries 0.54; number 11, O, carries -0.69; number 12, C, carries -0.04; number 13, C, carries -0.20; number 14, C, carries -0.20; number 15, C, carries -0.20; number 16, C, carries -0.21; number 17, C, carries -0.19; number 18, H, carries 0.25; number 19, H, carries 0.23; number 20, H, carries 0.24; number 21, H, carries 0.23; number 22, H, carries 0.22; number 23, H, carries 0.25; number 24, H, carries 0.24; number 25, H, carries 0.23; number 26, H, carries 0.21; number 27, H, carries 0.21; number 28, H, carries 0.22; number 29, H, carries 0.23; number 30, O, carries -0.95; number 31, S, carries 1.30; number 32, C, carries -0.59; number 33, C, carries -0.41; number 34, C, carries -0.42; number 35, C, carries -0.60; number 36, H, carries 0.25; number 37, H, carries 0.26; number 38, H, carries 0.20; number 39, H, carries 0.23; number 40, H, carries 0.23; number 41, H, carries 0.22; number 42, H, carries 0.23; number 43, H, carries 0.27; number 44, F, carries -0.34; number 45, C, carries 0.45; number 46, C, carries -0.31; number 47, C, carries -0.25; number 48, C, carries -0.10; number 49, C, carries -0.24; number 50, C, carries -0.31; number 51, H, carries 0.23; number 52, H, carries 0.22; number 53, H, carries 0.23; number 54, H, carries 0.23; number 55, F, carries -0.56; number 56, B, carries 1.35; number 57, F, carries -0.56; number 58, F, carries -0.54; number 59, F, carries -0.56


Version two
The following is a quantum chemistry calculation of C22H24BF5IrN2O3S as an isolated structure, from the OMol25 dataset.

Atoms and positions in Å:
Ir 0.0643 -0.2544 -0.4962
C 4.4623 0.0000 -1.0966
C 3.0367 0.4867 -1.0120
O 2.1196 -0.3338 -1.2930
C 2.8412 1.8195 -0.6504
C 1.6215 2.4592 -0.5683
C 1.5607 3.8900 -0.1342
N 0.4675 1.8470 -0.8540
N -0.6119 2.6258 -0.8365
C -1.7528 2.0018 -0.8789
O -1.8408 0.7232 -0.9426
C -2.9693 2.8367 -0.7823
C -2.8808 4.2282 -0.7350
C -4.0281 4.9868 -0.5890
C -5.2677 4.3702 -0.4799
C -5.3583 2.9873 -0.5216
C -4.2151 2.2213 -0.6739
H 4.4836 -1.0104 -1.4973
H 4.9244 0.0085 -0.1091
H 5.0384 0.6636 -1.7409
H 3.7207 2.3944 -0.4022
H 2.5562 4.3082 -0.0203
H 1.0284 3.9309 0.8181
H 0.9889 4.4721 -0.8546
H -1.9122 4.6999 -0.8023
H -3.9589 6.0657 -0.5527
H -6.1608 4.9691 -0.3603
H -6.3226 2.5053 -0.4313
H -4.2726 1.1418 -0.7029
O 0.1279 -2.4054 0.0280
S 2.6464 -2.8964 -0.6154
C 2.6843 -4.6896 -0.3000
C 3.5198 -4.8634 0.9577
C 3.0193 -3.7876 1.9197
C 2.9079 -2.4800 1.1374
H 3.0906 -5.1836 -1.1804
H 1.6547 -5.0196 -0.1386
H 4.5752 -4.7071 0.7247
H 3.4028 -5.8651 1.3770
H 3.6867 -3.6592 2.7720
H 2.0342 -4.0690 2.2968
H 3.8108 -1.8734 1.2038
H 2.0710 -1.8750 1.4748
F -5.0230 -1.3343 -1.1258
C -3.7625 -1.6185 -0.8402
C -3.3086 -1.3962 0.4517
C -1.9948 -1.6590 0.7439
C -1.1003 -2.1388 -0.2811
C -1.6372 -2.3882 -1.5915
C -2.9508 -2.1245 -1.8583
H -3.9812 -1.0059 1.2025
H -1.5901 -1.4900 1.7356
H -0.9847 -2.7941 -2.3530
H -3.3726 -2.2870 -2.8400
F -0.6903 0.0361 3.0027
B 0.6087 0.5296 2.9312
F 1.4848 -0.1949 3.7080
F 0.6727 1.8875 3.1440
F 1.0360 0.3084 1.5129

Kohn-Sham gap (spin up / spin down) = 4.4081 / 4.8169 eV
2S+1 = 2
⟨S²⟩ = 0.99

Partial charges, natural (NBO), in e: number 1, Ir, carries 1.44; number 2, C, carries -0.70; number 3, C, carries 0.53; number 4, O, carries -0.65; number 5, C, carries -0.44; number 6, C, carries 0.35; number 7, C, carries -0.66; number 8, N, carries -0.33; number 9, N, carries -0.33; number 10, C, carries 0.52; number 11, O, carries -0.68; number 12, C, carries -0.12; number 13, C, carries -0.16; number 14, C, carries -0.21; number 15, C, carries -0.20; number 16, C, carries -0.23; number 17, C, carries -0.13; number 18, H, carries 0.25; number 19, H, carries 0.24; number 20, H, carries 0.23; number 21, H, carries 0.22; number 22, H, carries 0.22; number 23, H, carries 0.26; number 24, H, carries 0.24; number 25, H, carries 0.23; number 26, H, carries 0.22; number 27, H, carries 0.22; number 28, H, carries 0.21; number 29, H, carries 0.20; number 30, O, carries -0.53; number 31, S, carries 0.18; number 32, C, carries -0.52; number 33, C, carries -0.41; number 34, C, carries -0.41; number 35, C, carries -0.52; number 36, H, carries 0.22; number 37, H, carries 0.19; number 38, H, carries 0.20; number 39, H, carries 0.21; number 40, H, carries 0.22; number 41, H, carries 0.20; number 42, H, carries 0.21; number 43, H, carries 0.24; number 44, F, carries -0.29; number 45, C, carries 0.54; number 46, C, carries -0.33; number 47, C, carries -0.05; number 48, C, carries 0.16; number 49, C, carries -0.12; number 50, C, carries -0.30; number 51, H, carries 0.26; number 52, H, carries 0.28; number 53, H, carries 0.25; number 54, H, carries 0.25; number 55, F, carries -0.57; number 56, B, carries 1.37; number 57, F, carries -0.55; number 58, F, carries -0.55; number 59, F, carries -0.60


Energies in kcal/mol, measured from the most stable structure: version one 0.0; version two 83.6.